[1]
Computed, not measured: 10 unconnected molecules or ions with the total composition C30H59F6N5O12P at a distorted geometry, with wB97M-V/def2-TZVPD.

Each line ends with the Löwdin charge.
Atoms and positions in Å:
P: 0.081 0.419 -0.965  0.238
F: -0.797 -0.685 -1.752  -0.153
F: -0.957 1.648 -1.508  -0.182
F: -0.865 0.096 0.329  -0.196
F: 0.955 1.425 -0.046  -0.148
F: 1.075 -0.778 -0.592  -0.158
F: 1.083 0.704 -2.207  -0.148
O: 6.544 0.805 -2.052  0.031
C: 5.781 -0.096 -2.366  -0.617
N: 6.019 -0.933 -3.347  0.168
C: 4.467 -0.327 -1.632  0.008
H: 6.809 -0.976 -3.974  0.122
H: 5.157 -1.209 -3.795  0.098
H: 3.839 0.540 -1.428  0.068
H: 4.704 -0.822 -0.690  0.085
H: 3.846 -1.062 -2.143  0.050
O: -5.388 0.245 1.569  0.006
C: -4.295 0.363 0.992  -0.575
N: -3.253 -0.216 1.551  0.152
C: -3.942 1.205 -0.234  0.005
H: -3.238 -0.660 2.458  0.097
H: -2.361 -0.321 1.088  0.049
H: -3.350 0.823 -1.066  0.062
H: -3.476 2.149 0.047  0.065
H: -4.865 1.351 -0.796  0.084
O: -2.310 -2.797 -2.864  0.030
C: -2.664 -3.442 -1.874  -0.640
N: -2.096 -3.208 -0.738  0.173
C: -3.934 -4.193 -1.809  -0.013
H: -2.325 -3.706 0.110  0.104
H: -1.342 -2.536 -0.754  0.079
H: -4.007 -4.943 -2.597  0.086
H: -4.762 -3.495 -1.932  0.097
H: -4.150 -4.817 -0.941  0.072
O: 1.024 2.195 4.752  0.033
C: -0.114 1.855 4.459  -0.637
N: -1.048 2.668 4.825  0.172
C: -0.562 0.644 3.674  -0.001
H: -0.914 3.503 5.378  0.134
H: -1.986 2.572 4.463  0.115
H: -0.698 0.943 2.635  0.066
H: -1.345 -0.049 3.981  0.073
H: 0.327 0.026 3.554  0.059
C: 0.148 -2.445 6.370  -0.021
C: -0.419 -3.529 5.436  -0.170
N: 0.553 -3.938 4.458  0.022
C: 1.796 -4.539 5.077  -0.134
C: 1.371 -5.758 5.929  -0.057
C: 0.915 -2.869 3.516  -0.173
C: -0.178 -2.881 2.468  -0.064
H: 0.841 -2.888 7.085  0.079
H: -0.596 -2.075 7.076  0.105
H: 0.798 -1.726 5.870  0.084
H: -0.720 -4.361 6.072  0.128
H: -1.238 -3.142 4.829  0.125
H: 2.353 -4.933 4.227  0.131
H: 2.368 -3.739 5.546  0.146
H: 2.234 -6.385 6.153  0.089
H: 1.094 -5.440 6.934  0.076
H: 0.575 -6.336 5.459  0.094
H: 1.797 -3.150 2.940  0.138
H: 1.099 -1.863 3.892  0.120
H: -0.384 -3.856 2.025  0.089
H: 0.066 -2.243 1.618  0.080
H: -1.159 -2.515 2.770  0.067
O: 4.712 3.535 -3.982  0.137
C: 3.618 3.687 -3.560  -0.549
O: 2.584 3.781 -4.357  0.058
C: 1.335 4.043 -3.719  -0.121
C: 1.782 4.039 -2.298  -0.185
C: 3.248 3.828 -2.125  -0.059
H: 0.645 3.239 -3.976  0.109
H: 0.978 5.052 -3.926  0.129
H: 1.286 3.223 -1.773  0.081
H: 1.563 4.943 -1.728  0.112
H: 3.612 2.965 -1.568  0.125
H: 3.763 4.711 -1.746  0.134
O: -3.998 2.092 -6.873  0.072
C: -3.367 2.173 -5.810  -0.463
O: -2.500 1.202 -5.442  0.047
C: -1.912 1.469 -4.186  -0.166
C: -2.502 2.777 -3.747  -0.166
C: -3.377 3.277 -4.840  -0.091
H: -0.826 1.495 -4.281  0.118
H: -2.265 0.662 -3.544  0.117
H: -1.689 3.501 -3.693  0.103
H: -3.070 2.728 -2.817  0.107
H: -2.964 4.055 -5.482  0.138
H: -4.368 3.657 -4.590  0.136
O: -1.531 7.216 2.854  0.110
C: -1.451 6.247 2.140  -0.523
O: -1.772 5.069 2.634  0.041
C: -1.485 4.070 1.643  -0.164
C: -1.519 4.821 0.328  -0.151
C: -0.965 6.163 0.725  -0.065
H: -2.212 3.259 1.595  0.109
H: -0.515 3.633 1.881  0.126
H: -2.563 4.746 0.023  0.124
H: -0.900 4.293 -0.397  0.105
H: -1.300 7.057 0.199  0.133
H: 0.125 6.159 0.738  0.137
O: 4.202 -4.509 -4.072  0.104
C: 3.202 -4.047 -3.555  -0.419
O: 2.624 -2.804 -3.857  -0.008
C: 1.432 -2.609 -3.123  -0.177
C: 1.666 -3.353 -1.837  -0.166
C: 2.519 -4.562 -2.319  -0.071
H: 0.649 -3.130 -3.675  0.134
H: 1.257 -1.542 -2.991  0.104
H: 0.743 -3.551 -1.291  0.095
H: 2.318 -2.827 -1.140  0.093
H: 1.962 -5.493 -2.418  0.122
H: 3.249 -4.738 -1.529  0.118

Output
⟨S²⟩ = 0.7541
charge = 0
lowest unoccupied orbital energy (alpha / beta) = -1.202 / -6.059 eV
maximum force = 5.275 eV/Å
HOMO level (alpha / beta) = -0.3253 / -0.3253 Eh
frontier orbital gap (alpha / beta) = 7.650 / 2.793 eV
energy = -89684.494 eV
spin multiplicity = 2

=====

[2]
Computed, not measured: 11 unconnected molecules or ions with the total composition C30H59N3O12S6 at a distorted geometry, with wB97M-V/def2-TZVPD.

Each line ends with the Löwdin charge.
Atoms and positions in Å:
N: -3.858 0.986 -0.665  0.029
C: -4.630 1.694 -1.567  -0.151
C: -4.831 2.907 -1.061  -0.144
C: -4.049 3.032 0.132  -0.118
C: -3.552 1.785 0.415  -0.146
H: -3.630 0.007 -0.700  0.082
H: -4.995 1.196 -2.464  0.122
H: -5.478 3.631 -1.527  0.098
H: -4.020 3.936 0.778  0.109
H: -2.957 1.377 1.203  0.096
N: 5.300 1.698 -3.437  0.029
C: 4.614 2.591 -2.680  -0.142
C: 3.276 2.241 -2.649  -0.095
C: 3.162 1.116 -3.505  -0.142
C: 4.390 0.759 -3.940  -0.128
H: 6.277 1.677 -3.664  0.146
H: 5.014 3.505 -2.261  0.115
H: 2.555 2.873 -2.140  0.093
H: 2.254 0.567 -3.685  0.070
H: 4.769 -0.040 -4.530  0.103
N: 1.069 0.819 -0.291  0.040
C: 0.502 0.468 -1.453  -0.192
C: -0.460 -0.452 -1.196  -0.082
C: -0.393 -0.763 0.204  -0.095
C: 0.550 0.060 0.746  -0.127
H: 1.888 1.439 -0.171  0.119
H: 0.880 0.918 -2.363  0.086
H: -1.138 -0.954 -1.858  0.078
H: -0.993 -1.510 0.688  0.077
H: 0.937 0.144 1.747  0.109
C: 2.624 -4.556 1.262  -0.286
S: 2.424 -3.888 2.890  0.825
O: 1.928 -5.006 3.792  -0.575
C: 0.901 -3.040 2.436  -0.269
H: 1.930 -5.327 0.957  0.067
H: 3.565 -5.033 1.087  0.044
H: 2.611 -3.725 0.527  0.045
H: 1.169 -2.226 1.753  0.020
H: 0.332 -2.761 3.321  0.048
H: 0.282 -3.794 1.904  0.072
C: -1.507 3.283 -2.263  -0.247
S: -0.968 4.533 -1.115  0.814
O: 0.423 4.950 -1.429  -0.552
C: -2.015 5.826 -1.786  -0.255
H: -0.857 2.426 -2.325  0.022
H: -1.700 3.672 -3.277  0.074
H: -2.437 2.795 -1.953  0.020
H: -3.037 5.463 -1.850  0.041
H: -1.784 6.041 -2.828  0.062
H: -2.010 6.684 -1.109  0.056
C: 0.478 3.853 2.252  -0.235
S: 2.277 3.969 2.250  0.827
O: 2.812 2.832 1.484  -0.560
C: 2.222 5.433 1.264  -0.265
H: 0.059 4.429 3.052  0.055
H: 0.130 2.823 2.392  0.059
H: 0.289 4.112 1.239  -0.024
H: 3.189 5.730 0.908  0.057
H: 1.806 6.177 1.913  0.055
H: 1.535 5.287 0.439  0.009
C: -3.372 -2.175 -2.907  -0.292
S: -4.729 -3.189 -3.435  0.814
O: -4.218 -4.225 -4.412  -0.556
C: -4.823 -4.027 -1.857  -0.279
H: -3.210 -1.484 -3.750  0.062
H: -2.508 -2.794 -2.817  0.035
H: -3.694 -1.757 -1.957  0.009
H: -5.123 -3.352 -1.035  0.034
H: -3.869 -4.514 -1.655  0.064
H: -5.574 -4.811 -2.032  0.051
C: -3.779 -2.780 2.885  -0.217
S: -3.864 -1.393 1.683  0.829
O: -3.848 -2.047 0.330  -0.564
C: -5.475 -0.718 2.072  -0.233
H: -4.654 -3.447 2.818  0.066
H: -3.850 -2.389 3.904  0.056
H: -2.908 -3.345 2.710  0.026
H: -5.522 0.195 1.526  0.022
H: -5.700 -0.618 3.132  0.071
H: -6.208 -1.341 1.615  0.050
C: 4.153 -1.305 -0.694  -0.267
S: 5.296 -1.027 0.669  0.791
O: 6.598 -1.411 0.090  -0.546
C: 5.225 0.718 0.748  -0.282
H: 4.293 -2.377 -0.927  0.055
H: 4.320 -0.710 -1.597  0.042
H: 3.130 -1.011 -0.437  0.037
H: 5.817 1.010 1.629  0.062
H: 4.170 1.037 0.794  0.030
H: 5.710 1.179 -0.090  0.044
C: 0.595 -0.749 7.116  -0.064
C: 1.588 -0.112 6.072  -0.114
O: 0.715 0.139 5.001  0.012
C: -0.620 -0.094 5.210  -0.522
O: -1.484 0.065 4.408  0.148
O: -0.739 -0.522 6.525  0.026
H: 0.707 -0.315 8.128  0.130
H: 0.717 -1.833 7.147  0.124
H: 2.315 -0.836 5.699  0.127
H: 2.129 0.762 6.418  0.123
C: 1.261 -2.828 -4.352  -0.103
C: 2.074 -2.582 -3.129  -0.159
O: 1.729 -3.705 -2.343  0.060
C: 0.477 -4.070 -2.596  -0.587
O: -0.174 -4.711 -1.893  0.202
O: 0.082 -3.540 -3.840  0.033
H: 1.801 -3.444 -5.072  0.131
H: 0.924 -1.874 -4.832  0.143
H: 1.904 -1.618 -2.592  0.114
H: 3.093 -2.690 -3.367  0.115

Output
energy above the lowest of the compared OMol25 structures with the same formula, charge and spin = 0.000 eV
charge = 0
lowest unoccupied orbital energy = 0.225 eV
maximum force = 3.729 eV/Å
HOMO level = -0.3117 Eh
frontier orbital gap = 8.708 eV
energy = -126112.216 eV

=====

[3]
Computed, not measured: 7 unconnected molecules or ions with the total composition C30H59N6O11P at a distorted geometry, with wB97M-V/def2-TZVPD.

Each line ends with the Löwdin charge.
Atoms and positions in Å:
C: -5.068 3.959 0.091  -0.053
C: -4.737 2.514 -0.301  -0.268
O: -3.578 2.518 -1.157  -0.192
P: -2.561 1.292 -1.254  0.484
O: -1.296 1.740 -1.850  -0.259
C: -2.316 0.572 0.386  -0.198
C: -0.840 0.271 0.636  -0.153
C: -0.578 -0.441 1.933  -0.144
C: 0.563 -0.275 2.597  0.038
C: 0.814 -1.028 3.840  -0.378
O: 1.919 -1.388 4.175  0.103
C: -0.393 -1.358 4.642  0.018
C: -1.540 -1.526 4.001  0.022
C: -1.538 -1.414 2.514  -0.344
O: -2.249 -2.139 1.849  0.100
O: -3.191 0.123 -2.150  -0.199
C: -4.611 -0.073 -2.218  -0.276
C: -4.888 -1.447 -2.825  -0.061
H: -6.019 4.267 -0.330  0.064
H: -5.149 4.048 1.174  0.076
H: -4.282 4.602 -0.283  0.058
H: -4.583 1.914 0.596  0.099
H: -5.581 2.081 -0.834  0.100
H: -2.679 1.278 1.139  0.099
H: -2.941 -0.313 0.492  0.088
H: -0.248 1.181 0.593  0.117
H: -0.465 -0.375 -0.164  0.128
H: 1.332 0.391 2.234  0.123
H: -0.299 -1.462 5.714  0.119
H: -2.468 -1.786 4.490  0.118
H: -5.072 -0.027 -1.231  0.102
H: -5.028 0.709 -2.853  0.120
H: -5.129 -1.387 -3.883  0.071
H: -5.736 -1.903 -2.316  0.072
H: -4.019 -2.079 -2.658  0.081
C: -4.899 9.824 -2.756  -0.084
N: -5.578 8.725 -2.082  0.011
C: -5.080 7.518 -1.720  -0.544
C: -3.628 7.246 -2.044  -0.004
O: -5.782 6.690 -1.157  0.020
H: -4.922 10.716 -2.130  0.081
H: -5.393 10.057 -3.694  0.067
H: -3.866 9.565 -2.959  0.071
H: -6.549 8.847 -1.841  0.137
H: -3.377 6.248 -1.700  0.069
H: -3.455 7.298 -3.119  0.085
H: -2.978 7.965 -1.544  0.084
C: 4.040 -4.614 0.502  -0.083
N: 3.462 -3.285 0.447  0.014
C: 2.166 -2.935 0.650  -0.522
C: 1.193 -4.044 0.972  0.011
O: 1.816 -1.766 0.578  0.032
H: 4.812 -4.653 1.272  0.082
H: 4.495 -4.863 -0.460  0.080
H: 3.284 -5.351 0.742  0.045
H: 4.064 -2.505 0.241  0.136
H: 0.207 -3.608 1.105  0.073
H: 1.149 -4.768 0.157  0.088
H: 1.485 -4.563 1.886  0.076
C: 3.809 4.396 0.908  -0.079
N: 2.473 4.009 1.312  0.010
C: 2.091 3.344 2.435  -0.556
C: 3.175 2.939 3.408  -0.010
O: 0.916 3.084 2.632  0.026
H: 3.873 5.479 0.793  0.081
H: 4.064 3.935 -0.048  0.084
H: 4.537 4.082 1.648  0.069
H: 1.704 4.241 0.703  0.142
H: 2.707 2.419 4.239  0.081
H: 3.892 2.268 2.934  0.086
H: 3.703 3.813 3.790  0.082
C: -2.808 13.778 -7.124  -0.076
N: -3.762 12.998 -6.361  0.008
C: -3.896 12.916 -5.012  -0.538
C: -2.944 13.731 -4.167  -0.008
O: -4.756 12.208 -4.513  0.023
H: -3.328 14.482 -7.776  0.083
H: -2.194 13.124 -7.746  0.083
H: -2.156 14.337 -6.462  0.070
H: -4.426 12.432 -6.865  0.140
H: -3.182 13.555 -3.123  0.081
H: -1.911 13.433 -4.349  0.085
H: -3.050 14.795 -4.379  0.085
C: 4.805 -9.718 2.700  -0.083
N: 4.305 -8.354 2.608  0.017
C: 3.037 -7.906 2.769  -0.542
C: 1.974 -8.932 3.092  -0.010
O: 2.769 -6.718 2.658  0.019
H: 5.561 -9.793 3.479  0.083
H: 5.266 -10.013 1.759  0.067
H: 3.999 -10.406 2.930  0.072
H: 4.966 -7.622 2.400  0.138
H: 1.024 -8.416 3.189  0.082
H: 1.895 -9.673 2.295  0.082
H: 2.198 -9.441 4.029  0.084
C: 5.552 -14.192 -0.270  -0.075
N: 5.691 -13.147 0.726  0.009
C: 6.623 -13.040 1.711  -0.540
C: 7.659 -14.136 1.807  -0.010
O: 6.613 -12.093 2.481  0.029
H: 5.633 -13.773 -1.274  0.084
H: 4.579 -14.677 -0.178  0.084
H: 6.325 -14.942 -0.145  0.070
H: 5.028 -12.389 0.713  0.131
H: 8.321 -13.904 2.635  0.082
H: 7.187 -15.101 1.991  0.085
H: 8.247 -14.196 0.891  0.085

Output
charge = 0
lowest unoccupied orbital energy = -0.109 eV
maximum force = 1.563 eV/Å
HOMO level = -0.3175 Eh
SMILES = CCOP(=O)(CCC1=CC(=O)C=CC1=O)OCC.CNC(C)=O.CNC(C)=O.CNC(C)=O.CNC(C)=O.CNC(C)=O.CNC(C)=O
frontier orbital gap = 8.531 eV
energy = -72821.999 eV

=====

[4]
Computed, not measured: 2 unconnected molecules or ions with the total composition C30H61B2FN8O9S at a distorted geometry, with wB97M-V/def2-TZVPD.

Each line ends with the Löwdin charge.
Atoms and positions in Å:
C: 3.852 -0.134 -4.284  -0.064
C: 2.359 -0.055 -3.989  -0.270
N: 2.062 -0.828 -2.787  0.011
C: 1.020 -0.367 -1.861  -0.186
B: 1.349 1.156 -1.331  -0.529
O: 2.648 1.604 -1.481  0.178
N: 0.379 2.011 -0.661  -0.101
C: 0.659 2.073 0.783  -0.065
C: 0.518 3.379 -1.221  -0.057
C: 1.337 -1.199 -0.543  -0.138
C: 1.869 -2.620 -0.733  -0.342
O: 3.032 -2.812 -0.892  0.186
N: 0.924 -3.724 -0.585  0.150
C: 1.184 -4.810 -1.472  -0.494
O: 0.659 -4.992 -2.507  0.207
F: 2.075 -5.670 -0.951  0.143
N: 0.287 -1.145 0.471  0.142
C: -0.975 -1.367 -0.114  -0.250
N: -1.727 -2.304 0.388  0.011
C: -1.362 -3.034 1.607  0.022
C: -3.019 -2.678 -0.198  -0.045
C: -4.147 -2.732 0.833  -0.332
C: -4.637 -1.354 1.414  0.060
O: -5.308 -2.298 0.329  -0.022
N: -1.383 -0.599 -1.153  0.162
B: -2.536 0.386 -0.914  -0.774
O: -2.471 1.474 -0.090  0.212
O: -3.693 0.048 -1.503  0.019
C: -4.726 1.027 -1.661  -0.003
C: -0.465 -0.621 -2.363  -0.244
C: -0.633 -2.049 -2.972  -0.105
C: -0.476 -2.392 -4.462  -0.165
C: 0.901 -2.869 -4.957  -0.211
C: 1.119 -2.575 -6.446  -0.200
C: 2.593 -2.633 -6.872  -0.261
N: 3.090 -1.294 -7.243  -0.001
S: -1.258 0.562 -3.546  0.720
C: -0.330 0.877 -5.014  -0.101
O: -1.427 1.837 -2.891  -0.262
O: -2.463 -0.111 -3.951  -0.258
H: 4.187 -1.168 -4.353  0.081
H: 4.098 0.437 -5.176  0.078
H: 4.400 0.337 -3.461  0.077
H: 1.858 -0.467 -4.865  0.069
H: 2.097 1.007 -3.937  0.108
H: 2.934 -0.839 -2.271  0.095
H: 3.328 1.024 -1.128  0.116
H: 0.512 3.079 1.170  0.100
H: 1.682 1.776 1.050  0.103
H: -0.019 1.431 1.359  0.057
H: -0.379 3.936 -0.943  0.101
H: 1.383 3.908 -0.816  0.095
H: 0.536 3.351 -2.307  0.081
H: 2.211 -0.713 -0.102  0.159
H: 1.094 -4.089 0.352  0.141
H: 0.299 -0.248 0.941  0.111
H: -1.782 -4.034 1.533  0.108
H: -0.290 -3.092 1.711  0.077
H: -1.807 -2.537 2.468  0.117
H: -3.329 -2.009 -0.992  0.125
H: -2.918 -3.700 -0.576  0.159
H: -4.106 -3.546 1.553  0.138
H: -5.273 -0.486 1.249  0.128
H: -3.770 -0.839 0.916  0.051
H: -2.042 1.324 0.756  0.100
H: -4.313 1.941 -2.079  0.104
H: -5.443 0.612 -2.364  0.105
H: -5.226 1.210 -0.711  0.095
H: 0.001 -2.728 -2.414  0.085
H: -1.659 -2.319 -2.721  0.119
H: -0.939 -1.682 -5.142  0.087
H: -1.114 -3.272 -4.582  0.126
H: 1.710 -2.470 -4.348  0.080
H: 0.945 -3.952 -4.844  0.105
H: 0.582 -3.352 -6.998  0.112
H: 0.670 -1.628 -6.755  0.095
H: 2.710 -3.341 -7.694  0.105
H: 3.189 -2.992 -6.032  0.105
H: 2.970 -1.143 -8.235  0.070
H: 4.077 -1.221 -7.037  0.058
H: 0.332 1.721 -4.846  0.076
H: 0.184 0.022 -5.430  0.035
H: -1.131 1.189 -5.685  0.097
C: 0.132 0.779 7.455  -0.027
C: 0.902 1.364 6.252  -0.486
C: 1.949 2.373 6.731  -0.131
C: 1.355 3.698 7.202  -0.167
C: 0.433 4.291 6.139  -0.129
C: -0.651 3.321 5.669  -0.493
N: -0.036 2.010 5.276  -0.090
O: 0.489 2.082 4.105  -0.048
C: -1.707 3.133 6.769  -0.031
C: -1.389 3.904 4.469  -0.042
C: 1.600 0.193 5.569  -0.050
H: 0.628 -0.123 7.810  0.083
H: 0.079 1.461 8.301  0.072
H: -0.884 0.500 7.177  0.086
H: 2.648 2.574 5.913  0.125
H: 2.529 1.912 7.533  0.129
H: 0.817 3.566 8.145  0.105
H: 2.163 4.399 7.412  0.117
H: -0.050 5.194 6.519  0.128
H: 1.036 4.598 5.279  0.126
H: -2.418 2.353 6.495  0.092
H: -2.260 4.064 6.892  0.091
H: -1.289 2.887 7.740  0.062
H: -0.710 4.175 3.664  0.073
H: -1.915 4.804 4.784  0.091
H: -2.123 3.197 4.079  0.088
H: 0.873 -0.523 5.180  0.087
H: 2.226 -0.315 6.302  0.089
H: 2.239 0.519 4.751  0.074

Output
energy above the lowest of the compared OMol25 structures with the same formula, charge and spin = 0.000 eV
⟨S²⟩ = 0.7541
charge = +1
lowest unoccupied orbital energy (alpha / beta) = -3.218 / -3.218 eV
maximum force = 3.423 eV/Å
HOMO level (alpha / beta) = -0.3852 / -0.4126 Eh
frontier orbital gap (alpha / beta) = 7.264 / 8.009 eV
energy = -77343.410 eV
spin multiplicity = 2